1.
This record from the OMol25 dataset describes C21H18ClFN2O3S in the gas phase. The level of theory is wB97M-V/def2-TZVPD.

* HOMO level: -8.865 eV
* ΔE to the lowest compared entry with this formula, charge and spin: 4.3 kcal/mol
* energy: -2104.52805 hartree
* frontier orbital gap: 8.99 eV
* multiplicity: 1
* lowest unoccupied orbital energy: 0.1 eV

Structure (XYZ):
```
47
Properties=species:S:1:pos:R:3:forces:R:3:lowdin_charge:R:1
C 3.028245 0.694741 -0.149479 0.122 0.207 0.056 -0.068
H 3.119080 0.272684 -1.147288 0.033 -0.066 -0.081 0.080
C 2.717050 2.183672 -0.229258 0.473 -0.377 0.443 -0.242
N 1.543441 2.421229 -1.051785 -0.938 -0.471 0.467 -0.178
C 1.449488 3.603606 -1.814959 -0.217 0.636 -0.582 -0.261
C 0.662799 3.601658 -2.961617 0.117 0.127 -0.107 -0.032
C 0.552125 4.746018 -3.729158 -0.024 -0.051 -0.001 -0.068
C 1.231390 5.899235 -3.374151 0.028 0.087 0.014 -0.091
C 2.014331 5.903678 -2.233618 0.011 0.073 -0.068 -0.082
C 2.118336 4.768009 -1.449956 -0.008 -0.244 0.130 -0.022
H 2.712150 4.796816 -0.549261 0.050 -0.018 0.090 0.110
H 2.540977 6.799920 -1.940209 0.040 0.058 0.024 0.104
H 1.147613 6.789535 -3.978826 -0.006 0.069 -0.051 0.101
H -0.065324 4.733562 -4.614678 -0.054 -0.014 -0.076 0.106
H 0.132321 2.708179 -3.241153 -0.023 -0.077 -0.072 0.102
S 0.127517 1.801772 -0.429862 -0.237 -0.419 -0.042 0.702
O 0.239843 1.691073 0.998135 0.253 -0.039 -0.061 -0.275
O -1.000308 2.495469 -0.965257 0.161 0.081 -0.249 -0.243
C 0.013726 0.092761 -1.021641 0.236 0.757 0.048 -0.182
C -0.654141 -0.777793 -0.179885 -0.035 -0.287 0.020 -0.001
C -0.848033 -2.107157 -0.538378 0.028 0.227 -0.217 -0.108
C -0.388701 -2.544926 -1.780108 -0.051 0.065 0.143 0.012
C 0.276910 -1.685100 -2.630589 0.031 0.216 0.082 0.028
C 0.474787 -0.368668 -2.240061 0.032 -0.113 -0.137 -0.250
F 1.136321 0.452080 -3.070533 -0.119 -0.126 0.009 0.082
H 0.642703 -2.012210 -3.591008 0.061 0.000 -0.085 0.126
H -0.567458 -3.571739 -2.060735 -0.013 -0.068 -0.030 0.126
C -1.568994 -3.104307 0.320088 0.140 0.197 -0.066 -0.410
O -2.123480 -4.065743 -0.167531 -0.032 -0.131 -0.035 0.086
N -1.506138 -2.830584 1.652786 0.183 0.396 0.154 0.140
C -2.071980 -3.536382 2.717243 -0.248 -0.308 0.309 -0.209
C -2.863984 -4.668200 2.545085 -0.014 -0.037 -0.244 -0.009
C -3.389674 -5.308897 3.652249 0.080 0.127 0.144 -0.068
C -3.143124 -4.846991 4.933476 0.003 0.008 0.080 -0.116
C -2.353821 -3.719269 5.094209 -0.047 -0.092 -0.288 -0.675
C -1.817852 -3.060917 4.003200 -0.048 -0.070 -0.024 -0.052
H -1.207756 -2.182230 4.151030 0.067 0.095 0.047 0.111
Cl -2.028363 -3.118959 6.682115 0.037 0.070 0.174 0.675
H -3.553776 -5.348819 5.794518 -0.024 -0.025 0.101 0.102
H -4.003455 -6.185437 3.513703 -0.056 -0.080 -0.022 0.109
H -3.060333 -5.035962 1.552652 0.001 -0.004 -0.007 0.099
H -0.969028 -2.020536 1.930394 -0.050 -0.188 -0.149 0.133
H -1.023008 -0.358410 0.743906 -0.067 -0.083 0.154 0.120
H 3.555733 2.704391 -0.695359 -0.173 0.007 0.015 0.126
H 2.558691 2.575453 0.782297 0.169 0.080 -0.145 0.120
H 3.968868 0.550643 0.376565 0.053 -0.063 0.073 0.082
H 2.244289 0.173052 0.392694 0.076 -0.134 0.063 0.063
```
Forces are in eV/Å.

=====

2.
This record from the OMol25 dataset describes a molecular structure, C21H18Co2N2O6S2. The level of theory is wB97M-V/def2-TZVPD.

* HOMO level: -0.533 eV
* ΔE to the lowest compared entry with this formula, charge and spin: 0.0 kcal/mol
* charge: -2
* energy: -4933.82672 hartree
* frontier orbital gap: 5.12 eV
* multiplicity: 1
* lowest unoccupied orbital energy: 4.6 eV

Structure (XYZ):
```
51
Properties=species:S:1:pos:R:3:forces:R:3:lowdin_charge:R:1
C -6.268353 1.277970 -2.966352 0.306 0.017 0.131 -0.125
N -4.861263 1.291583 -2.622569 -0.857 0.135 0.453 -0.242
C -4.300098 -0.031548 -2.664247 0.233 -0.192 -0.067 -0.210
C -2.856495 -0.041322 -2.203575 -0.522 -0.241 0.054 -0.214
N -2.081113 0.967879 -2.904129 0.100 0.264 0.153 -0.200
C -0.699112 0.881267 -2.734560 0.683 -0.998 -0.188 -1.251
S 0.028462 -0.632424 -2.439592 -0.850 0.427 -1.577 0.589
S 0.258358 2.260498 -2.774811 0.212 0.733 -0.188 0.450
C -2.636941 2.316920 -2.920010 -0.263 -0.053 0.207 -0.238
C -4.108664 2.319375 -3.293726 -0.039 -0.089 -0.259 -0.209
H -6.706117 2.270240 -2.806864 0.015 -0.133 0.000 0.074
H -6.450848 0.984414 -4.018801 0.022 0.035 0.014 0.077
H -6.774046 0.545882 -2.322197 -0.026 0.217 -0.139 0.076
H -4.895256 -0.648319 -1.973003 0.180 -0.041 -0.256 0.118
H -4.355148 -0.483822 -3.676529 -0.095 0.105 0.021 0.122
H -2.848977 0.124263 -1.110379 0.218 -0.014 -0.220 0.130
H -2.434324 -1.036877 -2.413451 0.024 0.533 0.219 0.070
H -2.532360 2.804897 -1.935393 0.186 -0.111 -0.169 0.114
H -2.084530 2.909624 -3.662791 -0.115 -0.177 0.457 0.070
H -4.201512 2.245982 -4.393173 -0.080 -0.105 -0.081 0.114
H -4.540111 3.279262 -2.982716 0.077 0.001 -0.212 0.113
O -0.191185 1.601803 1.294788 0.788 -0.916 -0.431 0.089
C 0.472357 0.724007 0.924951 -0.504 0.876 0.546 -0.163
Co 1.336233 -0.674365 0.383762 -0.016 -0.657 1.208 0.022
C -0.178942 -1.549551 0.151178 -2.093 -0.438 0.080 -0.309
O -1.242395 -2.017734 0.127142 1.029 0.349 0.209 0.046
C 2.369558 -0.111443 -0.940772 1.441 1.119 -1.131 -0.308
O 3.150362 0.296794 -1.690779 -0.791 -0.397 0.680 0.052
C 2.370207 -1.077898 2.019470 -0.826 2.060 1.679 -0.298
C 3.189857 -0.011443 2.603301 1.194 -0.277 0.368 -0.196
C 3.763523 1.022352 1.828396 0.007 0.110 0.524 -0.038
C 4.343825 2.126276 2.446912 -0.149 -0.057 -0.057 -0.110
C 4.386343 2.233872 3.840699 0.286 -0.418 0.278 -0.139
C 4.032732 1.115728 4.613027 -0.210 -0.019 -0.495 -0.119
C 3.458898 -0.004437 3.996014 0.072 0.462 -0.153 -0.041
C 1.788495 -2.132986 2.772682 -1.045 2.613 2.221 -0.371
C 1.152835 -2.394042 3.919448 0.047 -0.585 -0.308 -0.052
Co 2.421586 -2.704491 1.236397 1.164 -4.364 -3.654 0.060
C 3.263627 -2.550384 -0.339452 1.454 -0.226 -0.994 -0.145
O 3.944685 -2.645623 -1.269077 -1.068 0.274 0.998 0.115
C 3.485132 -3.966718 1.856231 1.334 -0.373 0.543 -0.116
O 4.214874 -4.792670 2.211578 -1.010 0.787 -0.333 0.099
C 1.087646 -3.762712 0.669831 -0.910 -1.640 -0.810 -0.126
O 0.367187 -4.565791 0.255357 0.839 1.162 0.723 0.123
H 3.727797 0.988949 0.740785 -0.153 -0.057 0.360 0.087
H 4.757008 2.913215 1.812186 -0.188 -0.071 0.246 0.093
H 4.743030 3.146657 4.324192 0.036 -0.282 -0.166 0.079
H 4.194717 1.102540 5.693617 -0.102 0.130 -0.254 0.083
H 3.201014 -0.888451 4.589888 -0.046 0.425 -0.264 0.093
H 0.741069 -3.401017 4.061521 0.170 0.336 0.350 0.025
H 0.996380 -1.626205 4.685578 -0.161 -0.240 -0.319 0.034
```
Forces are in eV/Å.

=====

3.
This record from the OMol25 dataset describes C21H18FN5O in the gas phase. The level of theory is wB97M-V/def2-TZVPD.

* HOMO level: -8.099 eV
* ΔE to the lowest compared entry with this formula, charge and spin: 54.1 kcal/mol
* energy: -1259.87581 hartree
* frontier orbital gap: 7.67 eV
* multiplicity: 1
* lowest unoccupied orbital energy: -0.4 eV

Structure (XYZ):
```
46
Properties=species:S:1:pos:R:3:forces:R:3:lowdin_charge:R:1
N 3.345188 3.836575 -2.187840 -1.278 -0.835 2.578 0.169
F -0.855479 1.469002 -1.175354 0.779 -0.886 -0.179 0.059
C 2.837230 3.502199 -1.181682 1.436 0.741 -2.965 -0.173
N -2.443836 0.222975 4.610310 0.427 1.297 1.440 0.133
N 1.696457 4.297455 3.392257 -1.044 1.000 3.749 0.121
O -1.250122 1.946405 5.480770 -0.904 -1.474 0.123 0.106
C -2.234021 0.982151 5.680008 -0.085 -0.877 -2.977 -0.343
C -1.563351 0.693581 3.666567 0.179 -0.412 -0.396 -0.067
C -0.825718 1.676614 4.200621 1.405 1.618 -0.653 -0.187
C 0.242295 2.508169 3.597929 0.381 1.155 2.265 -0.066
C -0.022813 -0.312086 -2.531408 -0.740 0.856 0.673 0.001
C 2.310374 -0.836150 -2.534243 -0.814 -0.022 0.136 0.019
C 0.176059 0.649200 -1.551108 1.788 0.066 -0.040 -0.160
C 2.212208 3.092001 0.033878 0.486 0.878 1.245 -0.168
C 1.496004 0.858707 -1.002341 -2.628 0.392 -0.382 -0.084
C 1.534286 1.844619 0.122755 -0.689 -0.735 1.077 -0.132
C 2.562996 0.124642 -1.519536 0.212 -0.779 -0.120 -0.194
C 0.997159 -1.073236 -3.035328 1.921 0.038 -0.193 -0.198
C 2.341233 3.939694 1.130714 0.518 -0.279 -1.985 0.078
C 0.842254 1.576277 1.301510 0.314 -0.731 -0.886 0.070
C 1.671369 3.611347 2.308636 0.967 -0.236 -1.575 -0.309
C 0.886811 2.472189 2.389907 -1.076 -1.593 -1.659 -0.130
N 0.837837 3.615683 4.211662 -0.970 -0.831 -0.456 0.075
N 0.391997 -3.432297 -3.430073 -0.240 -0.724 -0.114 -0.129
C -3.014548 0.759372 6.896798 0.182 0.204 0.291 -0.001
C 3.947227 0.318662 -0.900706 0.256 0.548 -0.478 -0.033
C -0.950757 -3.685313 -2.879488 0.040 0.797 -0.177 -0.132
C 0.686931 -2.154529 -4.093538 -0.148 0.486 1.259 -0.175
H -1.479935 0.300955 2.654010 -0.186 0.045 0.477 0.118
H -0.992878 -0.478773 -2.929435 -0.881 0.165 -0.199 0.111
H 3.117878 -1.471922 -2.903368 -0.043 0.332 0.094 0.116
H 2.946707 4.837527 1.019208 -0.269 -0.130 0.237 0.135
H 0.311314 0.625002 1.445223 0.281 0.435 -0.410 0.125
H 0.596669 3.914222 5.159880 0.426 0.184 -0.727 0.168
H 1.086198 -3.639925 -2.711674 -0.182 0.281 -0.423 0.102
H -2.682276 1.430054 7.673332 -0.265 0.097 0.441 0.084
H -4.088644 0.804607 6.687885 0.273 0.377 0.091 0.098
H -2.820062 -0.272227 7.156220 0.066 -0.211 0.468 0.089
H 4.625268 -0.528320 -1.063753 -0.460 -0.068 0.178 0.076
H 4.491470 1.167480 -1.384129 -0.607 -0.375 0.403 0.086
H 3.854248 0.538965 0.180535 0.157 -0.183 -0.573 0.088
H -1.678890 -3.917315 -3.696137 0.537 0.314 0.664 0.084
H -0.903938 -4.543437 -2.202245 0.053 0.023 -0.277 0.072
H -1.308203 -2.830533 -2.254948 -0.102 -0.445 -0.462 0.068
H 1.546335 -2.289537 -4.735857 0.311 -0.074 -0.124 0.102
H -0.134389 -1.808589 -4.754279 0.216 -0.428 0.543 0.127
```
Forces are in eV/Å.

=====

4.
This record from the OMol25 dataset describes C21H18N2O3S in the gas phase. The level of theory is wB97M-V/def2-TZVPD.

* HOMO level: -8.151 eV
* ΔE to the lowest compared entry with this formula, charge and spin: 71.6 kcal/mol
* energy: -1544.40275 hartree
* frontier orbital gap: 7.64 eV
* multiplicity: 1
* lowest unoccupied orbital energy: -0.5 eV

Structure (XYZ):
```
45
Properties=species:S:1:pos:R:3:forces:R:3:lowdin_charge:R:1
C -8.166860 2.376601 0.298266 -0.038 -0.029 -0.025 -0.054
C -7.121080 1.634973 -0.476221 0.058 0.038 0.002 -0.286
C -7.367469 0.343085 -0.934034 0.077 0.074 0.000 -0.045
C -6.415526 -0.348695 -1.650495 0.109 0.006 -0.038 -0.117
C -5.182552 0.236678 -1.931500 0.298 -0.003 -0.150 -0.541
C -4.925797 1.522233 -1.483112 0.034 -0.070 -0.067 -0.106
C -5.891521 2.206722 -0.763229 -0.131 -0.008 0.047 -0.043
H -5.672714 3.208001 -0.420051 -0.011 0.098 0.052 0.111
H -3.983347 2.012163 -1.676186 0.083 -0.008 -0.017 0.094
S -4.068367 -0.773347 -2.870933 0.161 0.042 -0.179 0.964
C -2.527844 0.198719 -3.066543 -0.653 -0.223 0.098 -0.405
C -1.530047 -0.051042 -1.979985 0.265 -0.037 0.050 -0.281
C -1.884148 0.018512 -0.636242 0.073 0.005 -0.003 -0.026
C -0.944279 -0.209935 0.347610 0.145 0.005 0.039 0.005
C 0.377059 -0.500703 0.016378 -0.300 -0.031 -0.253 -0.137
C 0.728424 -0.596487 -1.327487 0.043 0.004 0.258 -0.027
C -0.218666 -0.377888 -2.309586 -0.177 0.119 -0.045 -0.031
H 0.063637 -0.465164 -3.348842 0.016 -0.024 -0.107 0.113
H 1.728095 -0.882794 -1.623383 0.088 -0.029 -0.010 0.112
C 1.329956 -0.745236 1.134274 0.213 0.076 -0.114 -0.407
O 0.972605 -1.178247 2.208052 -0.068 -0.020 0.142 0.087
N 2.629166 -0.413248 0.834952 -0.111 0.140 -0.493 0.135
C 3.762669 -0.535979 1.629039 0.472 -0.142 0.493 -0.198
C 4.971114 -0.077538 1.111029 0.158 0.022 0.033 0.063
C 6.127912 -0.188593 1.866933 -1.218 -0.485 0.575 -0.154
C 6.113881 -0.749052 3.138077 0.254 0.121 -0.160 -0.004
C 4.909311 -1.201816 3.644762 0.084 0.100 -0.201 -0.050
C 3.742886 -1.101158 2.906677 -0.198 -0.043 0.014 0.010
H 2.808395 -1.454689 3.309614 0.008 0.003 0.003 0.102
H 4.874493 -1.640953 4.629391 -0.001 -0.037 0.082 0.111
H 7.032483 -0.819736 3.698322 0.026 -0.002 0.019 0.117
N 7.368925 0.290345 1.312178 0.513 0.204 -0.238 -0.362
O 8.366739 0.192351 1.992779 0.226 -0.006 0.114 0.086
O 7.340564 0.763829 0.194958 0.052 0.118 -0.253 0.077
H 5.029394 0.365446 0.127368 -0.002 0.018 -0.043 0.124
H 2.791631 0.009540 -0.068651 -0.140 -0.058 0.191 0.132
H -1.216752 -0.166441 1.391040 -0.022 -0.014 0.090 0.122
H -2.903756 0.236330 -0.356830 -0.090 0.002 0.020 0.101
H -2.804103 1.250714 -3.135170 0.086 0.003 -0.114 0.078
H -2.129946 -0.116371 -4.031456 -0.025 0.100 0.027 0.075
H -6.611049 -1.350411 -2.002339 -0.083 -0.129 -0.018 0.100
H -8.318428 -0.124055 -0.723041 -0.110 -0.063 0.025 0.116
H -7.783537 3.327025 0.660654 -0.029 0.065 0.049 0.073
H -8.500544 1.785902 1.150118 -0.056 0.032 0.082 0.081
H -9.035085 2.570968 -0.331085 -0.082 0.063 0.026 0.083
```
Forces are in eV/Å.

=====

Which value of lowest unoccupied orbital energy does entry 1 give? 0.1 eV